{
  "formula": "C4H12N2",
  "method": "ωB97M-V/def2-TZVPD",
  "elements": ["C", "N", "C", "H", "H", "H", "H", "H", "H", "H", "C", "C", "N", "H", "H", "H", "H", "H"],
  "coordinates": [[0.671, 2.396, 1.072], [-0.179, 1.182, 1.334], [-1.071, 1.028, 0.189], [0.528, 3.205, 1.804], [0.436, 2.993, 0.114], [1.734, 2.152, 1.309], [-0.558, 1.608, 2.177], [-0.557, 0.520, -0.649], [-2.005, 0.484, 0.311], [-1.340, 2.010, -0.192], [0.982, -1.588, -0.472], [-0.596, -2.962, -1.609], [0.146, -1.869, -1.624], [0.305, -1.052, 0.238], [1.635, -2.448, -0.176], [1.750, -0.927, -0.877], [-1.590, -2.985, -2.054], [-0.290, -3.748, -0.895]],
  "mulliken_spin": [0.031, 0.008, 0.203, 0.009, -0.011, -0.022, -0.001, 0.024, -0.103, -0.026, 0.009, 0.484, 0.364, 0.005, 0.043, -0.039, -0.008, 0.029],
  "relative_energy_kj_mol": 258.5,
  "spin_multiplicity": 2,
  "orbital_gap_ev": [2.61, 6.21],
  "charge": -1,
  "fmax_ha_per_bohr": 0.0461,
  "lumo_energy_ev": [3.589, 3.522],
  "e_tot_ha": -268.9551
}